Entry 1:
{
  "formula": "C28H62IN10O7",
  "method": "the ωB97M-V functional and the def2-TZVPD basis",
  "symbols": ["C", "C", "O", "N", "C", "C", "C", "C", "N", "C", "C", "C", "I", "N", "C", "N", "H", "H", "H", "H", "H", "H", "H", "H", "H", "H", "H", "H", "H", "H", "H", "H", "H", "H", "H", "H", "C", "O", "N", "C", "C", "H", "H", "H", "H", "H", "H", "H", "C", "O", "N", "C", "C", "H", "H", "H", "H", "H", "H", "H", "C", "O", "N", "C", "C", "H", "H", "H", "H", "H", "H", "H", "C", "O", "N", "C", "C", "H", "H", "H", "H", "H", "H", "H", "C", "O", "N", "C", "C", "H", "H", "H", "H", "H", "H", "H", "C", "O", "N", "C", "C", "H", "H", "H", "H", "H", "H", "H"],
  "positions_angstrom": [[-0.4499, 3.1263, -1.1260], [-0.2934, 2.6787, 0.3238], [0.1372, 3.4485, 1.1251], [-0.7128, 1.3601, 0.5934], [-0.0026, 0.6930, 1.6915], [0.6261, -0.6678, 1.2961], [1.1045, -0.7707, -0.1597], [2.6505, -0.6299, -0.3453], [3.3013, 0.1534, 0.7109], [4.7732, -0.0485, 0.7995], [5.3162, 1.0525, 1.7532], [4.1920, 1.6885, 2.5573], [3.4416, 0.3181, 4.0598], [3.0891, 2.2023, 1.6931], [3.1051, 1.5032, 0.5528], [2.9797, 2.1453, -0.5941], [0.4353, 2.8939, -1.7166], [-0.5844, 4.2063, -1.1460], [-1.3386, 2.6811, -1.5733], [-1.7152, 1.3101, 0.7215], [-0.7368, 0.4847, 2.4730], [0.7558, 1.3079, 2.1676], [1.4231, -0.9075, 1.9968], [-0.1264, -1.4387, 1.4674], [0.8298, -1.7636, -0.5072], [0.6425, -0.0594, -0.8464], [3.0581, -1.6377, -0.2716], [2.8672, -0.2731, -1.3600], [5.2780, 0.0865, -0.1602], [4.9563, -1.0248, 1.2378], [6.0056, 0.5934, 2.4586], [5.8863, 1.8215, 1.2244], [4.5604, 2.5360, 3.1220], [3.2855, 3.1788, 1.4645], [3.5188, 3.0075, -0.7137], [2.4372, 1.8348, -1.3875], [2.8215, 4.9321, -2.4655], [3.8995, 4.8561, -1.8836], [2.1913, 6.0549, -2.8036], [0.9097, 6.0435, -3.4886], [2.8091, 7.3326, -2.4754], [2.2684, 4.0242, -2.7649], [1.0037, 6.5555, -4.4469], [0.1661, 6.5581, -2.8782], [0.5791, 5.0215, -3.6639], [3.7846, 7.4019, -2.9564], [2.9513, 7.4041, -1.3970], [2.1767, 8.1482, -2.8144], [-1.0619, -0.2849, -4.3841], [-0.5077, 0.5377, -3.6676], [-0.6710, -1.5596, -4.5321], [-1.3714, -2.4906, -5.3955], [0.4978, -2.0134, -3.7958], [-1.9545, -0.0315, -4.9801], [-1.7337, -3.3353, -4.8062], [-0.6912, -2.8574, -6.1661], [-2.2188, -2.0032, -5.8740], [0.3135, -1.8764, -2.7287], [1.3581, -1.4093, -4.0810], [0.7027, -3.0529, -4.0038], [-2.9601, -1.3392, 3.5112], [-2.9235, -2.4682, 3.0503], [-3.9109, -0.4266, 3.2380], [-3.8945, 0.9058, 3.8158], [-4.9880, -0.7931, 2.3321], [-2.1849, -0.9683, 4.2000], [-4.8056, 1.0641, 4.3964], [-3.8471, 1.6507, 3.0170], [-3.0330, 1.0280, 4.4687], [-5.5270, -1.6523, 2.7319], [-4.5671, -1.0702, 1.3636], [-5.6750, 0.0399, 2.2058], [-1.7304, 0.4579, 7.3981], [-1.6535, 0.7807, 6.2238], [-2.0287, -0.7818, 7.8125], [-2.1335, -1.1333, 9.2167], [-2.2486, -1.7998, 6.7979], [-1.5651, 1.1729, 8.2203], [-1.4058, -1.9111, 9.4552], [-3.1374, -1.5058, 9.4271], [-1.9403, -0.2642, 9.8418], [-1.3503, -1.8995, 6.1869], [-3.0732, -1.4965, 6.1548], [-2.4814, -2.7532, 7.2646], [2.8889, -4.9643, -4.3076], [2.7470, -3.7527, -4.2568], [3.7811, -5.6652, -3.5898], [3.8976, -7.1086, -3.6993], [4.6562, -4.9529, -2.6756], [2.2747, -5.5964, -4.9701], [3.7063, -7.5667, -2.7274], [4.9049, -7.3710, -4.0269], [3.1798, -7.4944, -4.4197], [4.0572, -4.4185, -1.9362], [5.2500, -4.2241, -3.2287], [5.3167, -5.6535, -2.1715], [-6.1012, 0.1699, -0.9569], [-7.2099, 0.0015, -0.4929], [-5.5854, -0.5078, -2.0027], [-4.2497, -0.2537, -2.5030], [-6.4015, -1.5255, -2.6444], [-5.4037, 0.9199, -0.5410], [-4.3016, 0.0606, -3.5479], [-3.6508, -1.1649, -2.4328], [-3.7686, 0.5310, -1.9219], [-7.3187, -1.0747, -3.0247], [-6.6722, -2.2915, -1.9170], [-5.8517, -1.9802, -3.4649]],
  "forces_ev_per_angstrom": [[-0.7328, 0.2008, 0.3620], [-1.1015, 0.2044, -1.6828], [1.1865, 0.3368, 1.1952], [0.9514, 0.0023, 0.4810], [-0.4132, -0.7438, 0.6395], [-0.7380, 0.1503, -0.3642], [0.9541, 0.2012, 0.1077], [-0.6255, -1.1578, 0.1622], [-0.4599, 0.0537, -1.5559], [0.2502, 1.0072, 1.0509], [0.0180, -0.6172, 0.1614], [-0.4153, -0.0561, 1.0655], [0.0673, 0.2884, -0.1679], [3.1582, 0.2932, -0.7549], [-0.9904, -0.4601, 0.3663], [-0.1246, 0.5589, -0.6096], [-0.1281, -0.3171, -0.0390], [0.1343, 0.0626, 0.1041], [0.2645, -0.2667, -0.2211], [-0.0449, -0.0748, -0.4380], [0.1863, 0.0294, 0.1840], [-0.1330, 0.4633, -0.2790], [0.1318, 0.0935, -0.0099], [-0.0876, -0.0010, -0.1652], [0.1122, 0.0072, -0.2782], [-0.4491, -0.0003, 0.3231], [0.2913, 0.0885, 0.0075], [0.2406, 0.0337, 0.1152], [-0.2483, -0.4010, -0.1814], [-0.1054, -0.1418, -0.2281], [0.1062, 0.0998, -0.0010], [-0.2272, 0.0606, -0.1232], [-0.0493, -0.0021, 0.1432], [-0.7594, 0.2559, 0.5209], [-0.7473, 0.4145, -0.1258], [0.4684, -0.4883, 0.0038], [-0.0901, -0.2416, -0.0528], [-0.1334, -0.1817, 0.2895], [0.0006, -0.0112, -0.0226], [0.1177, 0.1677, 0.0446], [0.1616, -0.1160, 0.0845], [-0.0530, 0.0623, -0.0597], [-0.0995, -0.0254, -0.0130], [-0.0592, -0.0191, -0.0706], [0.0533, -0.0112, 0.0202], [-0.0045, 0.0726, 0.0334], [0.0224, 0.0735, -0.0223], [-0.0491, -0.0619, -0.0249], [-0.0247, -0.0295, -0.0311], [0.0275, -0.0163, 0.0725], [-0.1878, 0.1881, -0.0117], [0.2171, -0.0186, 0.1400], [-0.3121, 0.3974, 0.1424], [0.0166, 0.0005, -0.0108], [-0.0438, -0.0431, -0.1001], [-0.0926, -0.0634, -0.0361], [0.0149, 0.0489, 0.0228], [0.0955, -0.0335, 0.0050], [0.1059, -0.1498, 0.0440], [-0.0309, 0.0090, -0.1166], [0.2150, 0.0437, -0.0426], [-0.0618, 0.0110, -0.0682], [0.0266, 0.0999, 0.0047], [-0.0616, -0.1249, -0.1410], [0.1665, -0.1488, 0.0674], [-0.0460, 0.1505, -0.0325], [0.0334, 0.1279, -0.0007], [-0.0564, 0.0933, 0.0745], [-0.0018, -0.0667, 0.0138], [-0.0610, -0.0036, -0.1309], [-0.1290, -0.0676, -0.0337], [0.0295, 0.0220, 0.0430], [-0.0627, 0.0199, 0.0666], [0.1008, 0.0478, -0.0990], [0.0311, -0.0040, 0.1916], [-0.0164, -0.1551, -0.2363], [0.0509, 0.1754, 0.0734], [-0.0014, -0.0215, -0.0178], [-0.0423, 0.0068, 0.1174], [0.0360, -0.0067, 0.1140], [0.0058, 0.0318, -0.0543], [-0.0739, -0.1064, -0.0686], [-0.0265, -0.1304, -0.0128], [0.0101, 0.0386, 0.0669], [-0.0011, -0.0062, -0.0931], [0.2597, -0.2185, 0.0789], [-0.0682, -0.1319, -0.0560], [0.1428, 0.1752, 0.1595], [-0.1260, 0.1556, -0.1240], [0.0236, -0.0130, 0.0100], [0.0110, -0.1066, -0.0567], [-0.0395, -0.1140, -0.0045], [-0.0137, 0.0574, -0.0069], [0.0811, 0.0206, 0.0355], [0.0338, 0.0196, 0.0858], [-0.0375, -0.0504, -0.0389], [-0.0104, 0.1017, 0.0935], [0.0328, -0.0845, -0.0455], [0.1688, 0.0784, -0.0049], [-0.2544, -0.2001, -0.0471], [-0.1296, 0.1051, 0.1948], [0.0513, -0.0127, -0.0577], [0.1321, 0.0333, -0.0021], [0.1264, 0.0674, -0.0406], [-0.0238, -0.0004, 0.0110], [-0.0225, -0.0937, -0.0236], [-0.0522, -0.0369, -0.0747], [0.0575, 0.0460, 0.0176]],
  "e_lumo_ha": -0.10716,
  "homo_ev": -10.669,
  "total_energy_ha": -2475.8023,
  "total_charge": 1
}

Entry 2:
{
  "formula": "C28H64BCl3F3N2O13P2",
  "method": "the ωB97M-V functional and the def2-TZVPD basis",
  "symbols": ["C", "C", "C", "C", "C", "C", "N", "C", "Cl", "C", "C", "C", "C", "O", "O", "N", "P", "O", "Cl", "C", "B", "O", "O", "C", "C", "C", "O", "C", "F", "F", "F", "P", "O", "Cl", "H", "H", "H", "H", "H", "H", "H", "H", "H", "H", "H", "H", "H", "H", "H", "H", "H", "H", "H", "H", "H", "H", "H", "H", "H", "H", "H", "H", "C", "C", "O", "H", "H", "H", "H", "H", "H", "C", "C", "O", "H", "H", "H", "H", "H", "H", "C", "C", "O", "H", "H", "H", "H", "H", "H", "C", "C", "O", "H", "H", "H", "H", "H", "H", "C", "C", "O", "H", "H", "H", "H", "H", "H", "C", "C", "O", "H", "H", "H", "H", "H", "H"],
  "positions_angstrom": [[-0.5642, 4.6277, 0.3091], [-1.8305, 3.6578, 0.2194], [-1.6762, 2.3322, -0.6618], [-0.8766, 2.5912, -2.0496], [-1.7593, 3.2318, -3.2226], [-1.5761, 4.8372, -3.3859], [-2.1670, 5.6326, -2.2763], [-0.9921, 1.1753, 0.2626], [0.4675, 1.7061, 1.3032], [-0.3014, -0.0744, -0.4674], [0.0582, -1.3175, 0.4721], [1.3945, -1.9880, -0.1462], [1.2848, -2.1807, -1.7371], [1.6267, -1.2919, -2.5639], [0.8159, -3.3931, -2.3140], [-2.0457, 0.6910, 1.1884], [-2.2158, -0.0446, 2.7854], [-0.7667, -0.0329, 3.6926], [-2.5454, -2.1383, 2.5026], [-3.2204, 0.9559, 0.6192], [-4.5571, 0.6895, 1.5214], [-5.2765, -0.5235, 1.6356], [-5.0352, 1.7966, 2.3357], [-3.1134, 1.5744, -0.8935], [-3.2297, 0.4895, -2.0680], [-3.5174, -1.0236, -1.5399], [-4.8880, -1.2699, -1.2251], [-3.1825, -1.9815, -2.8083], [-3.8796, -1.6275, -3.9693], [-3.5447, -3.2934, -2.3819], [-1.7922, -2.0623, -3.0705], [-4.7303, 2.6366, -0.7954], [-4.6242, 4.0109, -1.7892], [-6.3682, 1.5434, -1.6078], [-0.7157, 5.6594, -0.1462], [-0.3874, 4.8292, 1.4311], [0.4198, 4.1661, -0.0501], [-2.0934, 3.3359, 1.2976], [-2.6938, 4.3428, -0.0965], [0.0358, 3.2524, -1.9249], [-0.4698, 1.6069, -2.4912], [-1.3049, 2.8243, -4.2035], [-2.8456, 2.9049, -3.2513], [-0.4963, 5.1138, -3.6420], [-2.1829, 5.0937, -4.3346], [-2.9924, 6.1723, -2.5567], [-1.4493, 6.3469, -2.0500], [-0.8450, -0.4778, -1.3744], [0.7051, 0.3245, -0.8611], [0.2678, -1.0726, 1.5573], [-0.7630, -2.1015, 0.3179], [2.3325, -1.3716, 0.0347], [1.5489, -3.0452, 0.2770], [0.6012, -3.2363, -3.2582], [-0.9174, 0.6436, 4.3885], [-6.1711, -0.2699, 1.9687], [-4.4254, 2.5617, 2.2060], [-4.0123, 0.7533, -2.8696], [-2.2574, 0.3627, -2.6758], [-2.7779, -1.3544, -0.7367], [-5.3923, -1.1267, -2.0598], [-4.7523, 3.7788, -2.7432], [-6.0203, 3.9399, 6.2313], [-4.8741, 2.9579, 6.3723], [-5.0696, 1.8441, 5.5072], [-6.9705, 3.4561, 6.4695], [-5.8846, 4.7968, 6.8950], [-6.0955, 4.3014, 5.2013], [-4.8159, 2.5832, 7.3959], [-3.9194, 3.4339, 6.1238], [-5.1113, 2.1813, 4.6015], [6.0501, -0.4174, 2.1898], [4.7010, -1.0439, 1.9036], [4.1087, -0.4334, 0.7626], [5.9458, 0.6568, 2.3646], [6.5149, -0.8737, 3.0665], [6.7174, -0.5358, 1.3386], [4.0271, -0.9030, 2.7517], [4.7997, -2.1183, 1.7155], [4.7105, -0.5730, 0.0120], [9.6034, -3.1390, 5.5549], [8.2513, -2.7657, 4.9803], [8.3169, -2.7117, 3.5589], [10.3618, -2.4127, 5.2528], [9.5670, -3.1778, 6.6459], [9.9274, -4.1138, 5.1792], [7.9414, -1.7826, 5.3406], [7.4889, -3.4959, 5.2701], [8.5826, -3.5858, 3.2464], [8.2552, -1.9202, -2.1296], [7.3180, -0.8932, -1.5265], [6.4513, -1.5124, -0.5794], [7.6882, -2.7150, -2.6202], [8.9212, -1.4585, -2.8617], [8.8618, -2.3937, -1.3522], [6.6994, -0.4385, -2.3025], [7.8800, -0.0997, -1.0232], [7.0045, -1.9051, 0.1083], [-1.0121, -0.1608, -7.2419], [-0.6551, 0.3742, -5.8696], [-0.3950, 1.7732, -5.9370], [-0.1996, 0.0246, -7.9483], [-1.2081, -1.2347, -7.2036], [-1.8990, 0.3445, -7.6355], [0.2428, -0.1170, -5.4895], [-1.4714, 0.2012, -5.1583], [-1.1955, 2.2028, -6.2658], [-2.5343, -6.7479, 0.0552], [-2.1670, -6.2579, 1.4418], [-1.9285, -4.8534, 1.4213], [-1.7339, -6.5246, -0.6546], [-2.7140, -7.8252, 0.0566], [-3.4336, -6.2419, -0.3082], [-1.2573, -6.7489, 1.7920], [-2.9695, -6.4683, 2.1556], [-2.7400, -4.4257, 1.1189]],
  "forces_ev_per_angstrom": [[0.7379, 0.0384, 1.3479], [-0.4777, 0.6864, 0.6743], [0.4287, -0.1115, -0.4141], [-0.4704, -0.7272, -0.5779], [1.3828, 0.6809, -0.9809], [-1.6763, -0.8262, -1.5333], [1.5485, 0.8511, -0.1420], [2.8524, -1.0299, -0.7563], [-1.3798, 0.3637, -0.4413], [1.0315, 0.2861, -0.2521], [0.3486, -0.7008, -1.6669], [-0.1976, -1.3668, -0.8122], [0.6616, 1.4946, -3.2775], [-1.1593, -2.3197, 3.0796], [0.2064, 1.5614, 1.9806], [-1.1861, 1.3245, -3.2596], [0.2497, -1.5309, 3.4281], [-2.1357, 0.1965, -1.8482], [0.9078, 1.9809, -0.0738], [0.5555, -1.1484, -0.2861], [-2.5006, -0.0119, 2.3108], [0.7231, 2.8490, -0.6300], [1.9843, -1.2054, -1.8792], [-0.1202, -0.5874, 0.7696], [0.9713, -1.5361, -0.2445], [0.1086, 0.2660, -2.6265], [1.1506, 0.4019, -0.4770], [0.5467, -1.6654, 1.2818], [1.5472, -0.9054, 2.3010], [0.6004, 2.7129, -1.6189], [-2.8873, 0.5233, 0.0681], [-0.3935, 2.4995, 0.0916], [-0.3660, -2.7340, -0.1957], [1.3448, 0.4292, -0.0049], [0.0262, -1.6973, 0.3303], [-0.1875, -0.2938, -1.6897], [-1.5566, 0.6993, 0.3472], [0.4211, 0.3688, -1.5006], [1.1492, -1.3286, -0.0234], [-1.2009, -0.8183, 0.2403], [-0.6350, 1.3454, 1.0256], [-0.6676, 0.4864, 1.5920], [1.2745, 0.5490, 0.3637], [-1.4156, -0.5530, 0.7152], [1.0974, -0.4520, 1.1132], [0.4457, -0.4967, -0.0789], [-0.8851, -0.5167, 0.0282], [0.3968, 0.7149, 1.1298], [-1.7000, -0.4606, 0.4355], [-0.3970, -0.2766, -1.3219], [1.0828, 1.0798, 0.7858], [-1.2674, -0.5997, -0.2046], [-0.3202, 1.6249, -0.4036], [0.5308, 0.2815, 0.6773], [0.1782, -0.3812, -0.3802], [0.8134, -0.5102, -0.0259], [-0.9274, -0.4922, 0.1047], [0.9598, -0.2617, 1.5383], [-1.2725, 0.6680, 1.1440], [-1.3941, 0.4003, -0.7648], [0.3403, -0.0643, 0.8598], [0.2124, 0.4005, 0.8632], [-0.0755, 0.0839, 0.1010], [-0.2002, 0.1368, -0.2875], [0.2064, -0.1742, -0.1072], [0.1128, 0.0151, 0.0590], [-0.0429, -0.0028, -0.0744], [0.0735, 0.0713, 0.0529], [0.0263, -0.1207, -0.1551], [0.0283, 0.1204, 0.1826], [-0.1171, -0.2089, 0.1839], [0.1187, 0.1374, 0.4750], [0.3730, 0.1027, -0.3679], [-0.3983, 0.1661, -0.1861], [-0.0883, -0.0798, 0.0451], [0.0303, 0.0205, -0.0752], [-0.0433, 0.1058, 0.2723], [-0.0789, 0.0185, -0.1551], [0.0380, -0.0601, 0.1773], [0.0413, -0.1009, 0.3187], [0.0943, 0.0614, 0.1045], [0.2421, -0.3321, -0.0412], [-0.1347, 0.0858, -0.2496], [-0.1083, 0.0085, 0.0615], [0.0470, -0.0452, -0.0526], [-0.0760, -0.0155, 0.1040], [-0.0233, -0.0327, -0.2010], [-0.0172, 0.0727, 0.1781], [-0.0228, 0.1694, 0.0709], [0.0240, -0.0674, -0.1138], [0.3330, -0.2058, 0.0269], [-0.2439, -0.1345, -0.2882], [0.0044, 0.1253, -0.0184], [0.0082, -0.0581, 0.0593], [0.0580, 0.1154, -0.0373], [-0.0975, -0.0598, 0.1792], [0.0297, 0.0802, -0.1341], [-0.1310, -0.0437, -0.1624], [-0.0033, -0.1025, -0.0686], [-0.1620, 0.0654, -0.3119], [0.0834, 0.1738, 0.1803], [-0.0073, -0.0584, 0.1250], [-0.0315, 0.0538, -0.0494], [-0.0369, -0.0995, 0.0615], [-0.0153, 0.2182, 0.0584], [-0.0189, -0.1999, 0.0567], [0.2001, -0.1029, -0.1186], [0.0526, -0.0828, -0.0995], [-0.2992, -0.0290, -0.2599], [0.1203, 0.2922, 0.1202], [0.0002, -0.0631, 0.1025], [-0.0341, 0.0626, -0.0423], [-0.0408, -0.0977, 0.0674], [-0.0175, 0.2239, 0.0306], [0.0588, -0.1665, 0.0138], [0.1217, -0.1976, -0.0468]],
  "e_lumo_ha": -0.17176,
  "homo_ev": -11.618,
  "total_energy_ha": -4580.3862,
  "total_charge": 1
}

Q: Which formula does entry 2 have?
A: C28H64BCl3F3N2O13P2